No. 1
13
Properties=species:S:1:pos:R:3:forces:R:3:mulliken_charge:R:1 method="wB97M-V/def2-TZVPD" e_above_lowest_kj_mol=484.1 homo_ev=-7.27 multiplicity=1 gap_ev=8.2 lumo_ev=0.9
C 1.335418 0.219228 0.091682 -2.6 -2.7 0.0 -0.01
C 0.494563 -1.535905 0.038490 0.1 2.6 -0.7 -0.96
C -1.341140 0.459294 0.785865 0.6 -0.1 0.1 -0.47
C -1.184711 0.457038 -0.754475 1.2 0.5 2.4 -0.75
C -0.083433 -0.143637 0.185794 0.5 0.5 -1.4 0.76
N 2.509774 0.492733 -0.060366 1.4 0.7 -0.7 -0.48
H 0.408673 -1.868917 -1.014135 0.3 -0.2 1.0 0.25
H 0.634524 -2.196216 0.876544 0.0 0.0 0.0 0.31
H -1.240940 1.514816 1.134916 -0.2 -1.3 0.2 0.25
H -1.857779 -0.276011 1.445554 0.0 0.8 -1.0 0.28
H -1.728762 -0.031870 -1.554189 0.2 -0.3 0.5 0.30
H -0.849226 1.477145 -0.891359 -0.4 0.0 -1.1 0.26
H 2.903036 1.432307 -0.284316 -1.0 -0.6 0.7 0.26

***

No. 2
13
Properties=species:S:1:pos:R:3:forces:R:3:mulliken_charge:R:1 method="wB97M-V/def2-TZVPD" e_above_lowest_kj_mol=528.9 homo_ev="-8.08 / -8.08" multiplicity=1 gap_ev="7.3 / 7.3" lumo_ev="-0.8 / -0.8"
C -2.732325 -0.037060 0.262623 -0.4 -0.6 0.1 -0.53
C -1.458722 0.258595 -0.047572 -0.5 0.5 -0.5 -0.26
C -0.206600 -0.347908 0.222691 0.1 -0.2 0.0 -0.58
C 0.928684 -0.114666 -0.626374 -0.5 -0.1 -0.2 0.28
C 2.153878 0.339978 0.158296 0.2 0.1 0.2 -0.34
N 2.113394 -0.981571 -0.372550 0.0 -0.1 0.1 -0.60
H -1.571391 1.151395 -0.662675 1.0 0.9 0.3 0.26
H -3.534483 0.693176 0.286416 0.3 0.3 -0.7 0.24
H -3.113551 -1.027660 0.377187 0.2 -0.8 0.9 0.23
H 0.876070 0.227642 -1.660206 -0.1 0.0 0.1 0.40
H 2.028107 0.501422 1.225910 0.0 -0.1 -0.2 0.29
H 2.820680 1.033966 -0.350897 -0.2 -0.1 0.0 0.25
H 1.844435 -1.629899 0.368167 0.0 0.1 -0.1 0.34

***

No. 3
13
Properties=species:S:1:pos:R:3:forces:R:3:mulliken_charge:R:1 method="wB97M-V/def2-TZVPD" e_above_lowest_kj_mol=301.0 homo_ev=-8.78 multiplicity=1 gap_ev=10.0 lumo_ev=1.2
C -0.690883 -0.482886 -0.947487 -0.1 0.0 -0.1 -0.51
C 0.173544 -1.095752 0.124880 0.0 -0.2 -0.1 -0.38
C 1.111890 0.053727 0.537522 0.3 0.1 0.1 -0.37
C -0.242247 -0.058963 1.138723 -0.2 -0.1 0.3 -0.38
N 0.733611 1.334019 -0.122440 0.1 -0.2 -0.2 -0.48
C -0.641954 0.814211 -0.081849 -0.5 0.3 -0.1 -0.28
H -1.694832 -0.912468 -0.973330 0.1 0.1 0.0 0.31
H -0.253695 -0.447994 -1.955103 -0.2 0.2 0.1 0.25
H 0.409476 -2.148494 0.256840 0.1 0.3 0.1 0.39
H 2.044456 -0.192480 1.043020 -0.1 0.5 -0.3 0.36
H -0.516099 0.020975 2.181175 -0.1 -0.4 -0.1 0.43
H 1.030504 1.588116 -1.067313 0.4 -0.6 0.1 0.23
H -1.463772 1.527989 -0.134638 0.2 0.0 0.0 0.42

***

No. 4
13
Properties=species:S:1:pos:R:3:forces:R:3:mulliken_charge:R:1 method="wB97M-V/def2-TZVPD" e_above_lowest_kj_mol=284.0 homo_ev=-8.96 multiplicity=1 gap_ev=10.1 smiles="C1=C[C@H]2N[C@H]2C1" lumo_ev=1.2
C -0.694147 -1.165547 0.087388 0.2 -0.1 -0.3 -0.33
C 0.608685 -1.091369 0.384163 -0.2 0.0 -0.2 -0.69
C 1.024943 0.327640 0.661160 0.1 -0.1 0.0 0.06
N 1.288595 0.800290 -0.686870 0.1 0.2 -0.5 -0.61
C -0.032300 1.092376 -0.057185 -0.2 0.2 0.2 -0.23
C -1.295000 0.218070 -0.041005 0.1 0.0 -0.1 -0.55
H -1.156131 -2.038333 -0.361282 0.0 0.1 0.0 0.36
H 1.348974 -1.653025 -0.213058 -0.1 -0.9 1.5 0.34
H 1.618357 0.642616 1.523660 -0.1 -0.1 -0.4 0.39
H 1.376864 -0.074734 -1.227081 -0.5 1.0 -0.3 0.30
H -0.200796 2.167559 -0.032797 0.2 -0.2 0.4 0.39
H -1.935348 0.563832 0.787549 0.2 -0.2 -0.2 0.27
H -1.906663 0.270185 -0.949984 0.1 0.0 0.1 0.29

***

No. 5
13
Properties=species:S:1:pos:R:3:forces:R:3:mulliken_charge:R:1 method="wB97M-V/def2-TZVPD" e_above_lowest_kj_mol=382.5 homo_ev=-8.24 multiplicity=1 gap_ev=7.8 smiles="C=CC#N.C=C" lumo_ev=-0.5
C -0.049342 0.934253 -0.823810 -2.3 1.9 -0.5 -0.57
C -1.161322 0.403237 -0.313295 -1.4 2.4 -1.3 -0.38
C -1.638981 0.754853 0.974838 -0.6 0.7 0.9 0.33
N -2.092417 1.158489 1.964527 0.6 -0.7 -0.7 -0.42
H 0.153628 0.872934 -1.882540 0.2 -0.4 0.0 0.34
H 0.506545 1.696516 -0.297132 0.1 -0.3 0.2 0.31
H -1.859199 -0.115718 -0.942101 0.0 -0.6 -0.1 0.35
C 1.429079 -0.570826 -0.165601 1.8 -2.5 1.4 -0.54
C 0.535742 -1.239456 0.551982 2.3 -1.5 0.7 -0.55
H 1.763687 -0.943100 -1.121584 -0.1 0.1 -0.2 0.27
H 2.056465 0.173378 0.296480 -0.2 0.4 -0.1 0.28
H 0.274887 -0.972897 1.569492 0.0 0.2 -0.1 0.31
H 0.081231 -2.151662 0.188745 -0.3 0.2 -0.3 0.27

***

No. 6
13
Properties=species:S:1:pos:R:3:forces:R:3:mulliken_charge:R:1 method="wB97M-V/def2-TZVPD" e_above_lowest_kj_mol=122.6 homo_ev=-10.83 multiplicity=1 gap_ev=11.8 smiles=N#CCC1CC1 lumo_ev=1.0
N -2.305574 0.913940 1.385697 0.2 -1.0 -0.2 -0.44
C -1.769822 -0.028563 0.983043 -0.5 0.8 0.3 0.31
C -0.861377 -1.012840 0.385086 0.0 0.0 0.0 -0.59
C 0.475572 -0.288485 0.265735 0.1 0.0 0.2 0.04
C 0.522392 1.118849 -0.243027 0.0 0.1 0.0 -0.59
C 1.195678 0.011547 -1.014080 0.1 -0.1 -0.2 -0.62
H -1.260067 -1.346113 -0.579895 0.1 0.2 0.1 0.25
H -0.771053 -1.901023 1.020005 -0.1 0.2 -0.1 0.30
H 1.126351 -0.463642 1.117741 -0.1 0.0 -0.1 0.34
H 1.047253 1.857044 0.355878 0.2 -0.2 -0.3 0.27
H -0.385594 1.510295 -0.698190 0.1 -0.1 0.1 0.26
H 0.714073 -0.235495 -1.956295 0.0 -0.1 0.2 0.23
H 2.272169 -0.135514 -1.021698 -0.2 0.2 0.0 0.25

***

No. 7
13
Properties=species:S:1:pos:R:3:forces:R:3:mulliken_charge:R:1 method="wB97M-V/def2-TZVPD" e_above_lowest_kj_mol=739.2 homo_ev=-7.49 multiplicity=1 gap_ev=7.9 lumo_ev=0.4
C -1.737027 -0.987973 0.781764 -0.1 0.2 0.2 -1.09
C -1.013033 0.034824 -0.121760 -2.1 -0.5 1.8 0.30
N -0.393354 0.988414 0.533082 -2.5 -2.1 -1.0 -0.51
C 0.673360 0.840189 -0.673830 1.2 4.1 -0.1 -1.06
C 1.948502 0.296366 -0.394502 0.1 0.1 0.3 -0.39
C 3.062561 -0.094736 -0.150788 -0.4 -0.1 -0.1 0.33
H -1.330410 -0.848311 1.789316 -0.1 -0.3 -0.2 0.32
H -2.817940 -0.702912 0.832351 0.7 -0.1 -0.3 0.28
H -1.704416 -2.044236 0.491159 0.2 0.3 -0.2 0.32
H -1.401594 -0.047771 -1.217516 0.9 0.6 1.4 0.24
H 0.311348 1.968358 -0.269265 2.4 -1.7 -1.0 0.39
H 0.382713 1.094244 -1.667709 -0.3 -0.7 -0.8 0.46
H 4.019287 -0.496461 0.067695 0.1 0.0 0.0 0.43

***

No. 8
13
Properties=species:S:1:pos:R:3:forces:R:3:mulliken_charge:R:1 method="wB97M-V/def2-TZVPD" e_above_lowest_kj_mol=334.2 homo_ev=-7.28 multiplicity=1 gap_ev=7.6 smiles="CN1C=C=CC1" lumo_ev=0.3
C -1.747646 0.145480 -0.136310 -0.1 0.0 0.0 -0.81
N -0.300372 0.184447 -0.077043 0.3 0.2 -0.1 0.14
C 0.496148 1.217179 -0.336575 -0.3 0.1 0.0 0.02
C 1.911759 1.032554 -0.136908 -0.3 -0.3 0.2 -0.68
C 1.896125 -0.254444 0.341994 0.2 -0.1 -0.1 -0.35
C 0.550174 -0.924837 0.291196 0.1 0.0 -0.1 -0.51
H -2.140949 -0.409812 0.720886 0.1 0.1 -0.1 0.30
H -2.103074 -0.327999 -1.057076 0.1 0.0 0.1 0.28
H -2.133097 1.167799 -0.089944 0.1 -0.2 0.0 0.30
H 0.005534 2.122794 -0.701829 0.1 -0.1 0.2 0.34
H 2.759477 -0.864949 0.609164 -0.1 0.2 -0.1 0.35
H 0.161864 -1.490860 1.144333 0.2 0.2 0.0 0.37
H 0.644054 -1.597357 -0.571892 -0.3 -0.2 0.1 0.26

***

No. 9
13
Properties=species:S:1:pos:R:3:forces:R:3:mulliken_charge:R:1 method="wB97M-V/def2-TZVPD" e_above_lowest_kj_mol=16.8 homo_ev=-7.95 multiplicity=1 gap_ev=9.0 smiles=Cc1ccc[nH]1 lumo_ev=1.0
C 1.890435 -0.032939 -0.116002 0.1 0.1 0.3 -1.15
C 0.450207 0.072091 0.218015 0.0 -0.1 -0.3 0.36
C -0.383614 1.154854 0.296021 -0.1 0.0 0.0 -0.44
C -1.710841 0.676343 0.100302 -0.1 0.0 0.1 -0.50
C -1.639560 -0.682630 -0.068498 -0.1 0.0 0.1 -0.50
N -0.321764 -1.043172 0.036976 -0.1 0.0 -0.1 -0.06
H 2.410527 -0.753511 0.520167 0.1 0.1 0.0 0.30
H 1.916104 -0.387139 -1.146749 0.4 0.0 -0.1 0.29
H 2.369534 0.948592 -0.062254 0.0 -0.3 0.0 0.31
H -0.071771 2.183778 0.432582 -0.1 -0.2 -0.1 0.39
H -2.601253 1.282535 0.073721 -0.1 -0.1 0.0 0.39
H -2.388920 -1.431579 -0.262486 -0.1 0.1 0.1 0.39
H 0.046671 -1.972761 -0.096798 -0.1 0.2 0.0 0.21

***

No. 10
13
Properties=species:S:1:pos:R:3:forces:R:3:mulliken_charge:R:1 method="wB97M-V/def2-TZVPD" e_above_lowest_kj_mol=204.3 homo_ev=-9.07 multiplicity=1 gap_ev=10.1 smiles="CC1=CCC=N1" lumo_ev=1.1
C 1.988227 -0.505926 -0.003407 -0.1 0.0 0.0 -1.03
C 0.543300 -0.123713 -0.029574 0.5 0.9 -0.1 0.32
C 0.049249 1.151667 -0.045714 -4.2 -5.7 0.1 -0.43
C -1.533154 0.710214 0.005327 -0.1 0.0 0.0 -0.55
C -1.621746 -0.948314 -0.006364 4.5 5.9 -0.1 -0.10
N -0.366143 -1.251308 -0.009812 -0.4 -1.0 0.0 -0.55
H 2.166626 -1.373217 -0.632955 0.0 -0.1 0.0 0.32
H 2.275450 -0.763754 1.015554 0.1 -0.1 0.0 0.24
H 2.607395 0.319859 -0.342832 0.1 0.1 0.0 0.31
H 0.440685 2.134387 -0.074791 0.4 0.5 0.0 0.43
H -1.960893 1.070753 0.942422 -0.2 0.1 0.0 0.30
H -2.102832 1.144650 -0.814404 -0.2 0.1 0.0 0.35
H -2.486162 -1.565300 -0.003444 -0.4 -0.6 0.0 0.41